[1]
Entry from the OMol25 dataset: a cluster of 2 separate species, C4H6N2 in total in a non-equilibrium geometry (the ωB97M-V functional and the def2-TZVPD basis).

Positions of all 12 atoms, in Å:
N1 0.598201 0.624541 1.220190
C1 0.140692 0.204260 0.056966
C2 0.275708 -0.945796 -0.840683
C3 0.407392 0.487802 -1.364854
C4 -1.886907 -0.213535 0.937536
N2 -1.864195 -0.586061 2.048011
H1 0.649639 1.623601 1.376261
H2 0.174370 0.096881 1.979976
H3 -0.644347 -1.469539 -1.060792
H4 1.168402 -1.558611 -0.746352
H5 1.396341 0.845429 -1.663704
H6 -0.415297 0.891027 -1.942556

Force components x, y, z for each atom (eV/Å):
-0.015 -0.004 -0.341
0.046 -0.132 0.146
-0.169 -0.114 0.162
-0.256 0.132 0.120
0.611 -0.011 0.509
-0.384 0.202 -0.997
0.016 -0.130 -0.094
0.365 0.054 0.208
0.180 -0.002 -0.082
-0.091 0.144 0.040
-0.330 0.011 0.350
0.028 -0.149 -0.021

Results
* energy relative to the best compared isomer or geometry (same formula, charge and spin): 4.108 eV
* E_HOMO (spin up / spin down): -0.3517 / -0.3517 Ha
* max |F|: 1.09 eV Å⁻¹

Listed below, in e, are the Löwdin charges computed for each atom: 0.159, -0.356, -0.078, -0.048, -0.243, -0.100, 0.132, 0.083, 0.102, 0.119, 0.117, 0.113


[2]
Entry from the OMol25 dataset: the molecule C4H6N2 in a non-equilibrium geometry (the ωB97M-V functional and the def2-TZVPD basis).

Positions of all 12 atoms, in Å:
N1 -2.085163 -0.116678 -0.101391
C1 -0.723712 -0.151709 -0.125642
C2 -0.144148 1.013321 0.136279
C3 1.298736 0.859577 -0.071230
N2 1.562547 -0.487342 0.040029
C4 0.342113 -1.073828 0.075466
H1 -2.579983 0.810706 0.087608
H2 -2.878142 -0.759720 0.195770
H3 -0.450628 2.030587 0.256638
H4 2.282614 1.276997 -0.153579
H5 2.377065 -0.916402 -0.321300
H6 0.269453 -2.098195 0.275156

Force components x, y, z for each atom (eV/Å):
-5.820 0.229 0.515
0.540 -2.789 2.786
7.113 4.948 -1.760
-0.556 -1.387 1.425
-2.721 1.573 -0.252
-2.212 -1.488 -1.219
1.993 -1.455 -0.579
2.696 0.008 -0.618
-1.010 0.156 -0.158
-0.463 2.035 0.032
0.657 -0.465 -0.037
-0.217 -1.364 -0.135

Results
* energy relative to the best compared isomer or geometry (same formula, charge and spin): 2.796 eV
* E_HOMO: -0.2635 Ha
* max |F|: 8.84 eV Å⁻¹

Listed below, in e, are the Löwdin charges computed for each atom: 0.046, -0.386, -0.081, -0.090, -0.015, -0.108, 0.116, 0.116, 0.093, 0.093, 0.132, 0.084


[3]
Entry from the OMol25 dataset: the molecule C4H6N2 in a non-equilibrium geometry (the ωB97M-V functional and the def2-TZVPD basis).

Positions of all 12 atoms, in Å:
C1 0.210760 -1.014919 1.569189
C2 -0.113498 -0.219276 0.360841
C3 0.517992 0.899787 -0.112742
N1 -0.015364 1.140980 -1.341506
C4 -0.973288 0.205407 -1.569923
N2 -1.025222 -0.640462 -0.576760
H1 1.288368 -0.900467 1.773501
H2 -0.328723 -0.719358 2.472084
H3 0.291700 -2.107361 1.538936
H4 1.272246 1.493818 0.369664
H5 0.255059 1.896758 -1.945196
H6 -1.380026 -0.034905 -2.538091

Force components x, y, z for each atom (eV/Å):
1.651 -0.162 1.110
-0.170 -0.543 -0.747
0.043 -0.459 0.779
-0.105 0.667 -0.395
0.746 -0.775 -0.018
-0.333 -0.282 0.287
-0.204 0.832 0.252
-0.064 -0.094 -0.142
-1.223 0.072 -0.768
0.087 0.196 -0.245
-0.103 -0.025 -0.063
-0.324 0.573 -0.050

Results
* energy relative to the best compared isomer or geometry (same formula, charge and spin): 0.406 eV
* E_HOMO: -0.3168 Ha
* max |F|: 2.00 eV Å⁻¹

Listed below, in e, are the Löwdin charges computed for each atom: -0.062, -0.361, -0.080, 0.037, -0.208, 0.083, 0.072, 0.072, 0.076, 0.113, 0.144, 0.113


What is the max |F| in the second record?
8.84 eV Å⁻¹


Number 3 is which compound?
C4H6N2


energy relative to the best compared isomer or geometry (same formula, charge and spin) of number 2 (C4H6N2)?
2.796 eV